(1)
The following is a quantum chemistry calculation of 2 unconnected molecules or ions with the total composition CH2BrNO at a distorted geometry, from the OMol25 dataset.

Last column: Löwdin charge in e.
CARTESIAN COORDINATES (ANGSTROEM)
H 0.42741 -1.17632 0.19245  -0.077
C -2.91284 -1.13336 0.34059  -0.742
H -0.13391 -0.54398 -1.23201  0.015
Br -2.68823 -1.73577 2.08886  0.676
N 0.15339 -0.31797 -0.20499  0.068
O -3.48381 -1.27085 -0.63771  0.061

Calculated values
**Orbital gap (alpha / beta)**: 10.59 / 7.46 eV
**Energy relative to the best compared isomer or geometry (same formula, charge and spin)**: 98.1 kcal/mol


(2)
The following is a quantum chemistry calculation of 2 unconnected molecules or ions with the total composition CH2BrNO3 at a distorted geometry, from the OMol25 dataset.

Last column: Löwdin charge in e.
CARTESIAN COORDINATES (ANGSTROEM)
Br 0.29352 3.71453 0.06253  0.298
H 0.71130 0.20141 -0.02001  0.115
C 0.43188 -0.76163 -0.37884  -0.163
O -0.50903 -2.66758 0.05663  0.136
N -0.10198 -1.72574 0.62904  -0.392
O 0.33996 -0.99117 -1.51747  0.179
H -0.96120 3.59981 -0.60623  -0.280
O -0.20445 -1.36963 1.77435  0.105

Calculated values
**Orbital gap**: 10.18 eV
**Energy relative to the best compared isomer or geometry (same formula, charge and spin)**: 17.3 kcal/mol
**SMILES string**: O=C[N+](=O)[O-].Br


(3)
The following is a quantum chemistry calculation of a single CH2BrNO3 molecule at a distorted geometry, from the OMol25 dataset.

Last column: Löwdin charge in e.
CARTESIAN COORDINATES (ANGSTROEM)
O -0.08693 -1.76406 -0.98288  0.130
O 1.00538 0.92034 0.07683  -0.071
H 1.23553 0.70847 1.02065  0.129
H -0.37760 0.70883 -1.47322  0.162
N -0.07147 -1.02176 -0.06967  -0.439
Br -1.83197 1.24279 0.73897  0.612
O 0.39009 -1.25321 1.01800  0.061
C -0.26303 0.45859 -0.32868  -0.585

Calculated values
**Orbital gap**: 10.73 eV
**Energy relative to the best compared isomer or geometry (same formula, charge and spin)**: 13.3 kcal/mol
**SMILES string**: O=[N+]([O-])[C@H](O)Br


(4)
The following is a quantum chemistry calculation of 2 unconnected molecules or ions with the total composition CH2BrP at a distorted geometry, from the OMol25 dataset.

Last column: Löwdin charge in e.
CARTESIAN COORDINATES (ANGSTROEM)
H -1.45059 1.18110 0.22332  -0.286
H 0.98936 -0.70875 0.14414  -0.186
Br 3.23827 0.13380 -0.12299  0.505
P -0.21322 1.90234 0.24285  0.561
C 1.41142 -0.14708 -0.54961  -0.594

Calculated values
**Orbital gap (alpha / beta)**: 6.97 / 6.96 eV
**Energy relative to the best compared isomer or geometry (same formula, charge and spin)**: 128.6 kcal/mol


(5)
The following is a quantum chemistry calculation of a molecular structure, CH2CaF3O3S at a distorted geometry, from the OMol25 dataset.

Last column: Löwdin charge in e.
CARTESIAN COORDINATES (ANGSTROEM)
O -0.54120 -2.11119 -1.08214  -0.275
H -1.12765 -2.84681 -1.27141  0.072
S 0.90765 0.27218 1.07354  0.880
O 1.55256 0.06545 -0.31416  -0.790
F -1.13339 1.89324 1.50273  0.120
Ca 1.28554 -1.32356 -1.91877  1.024
F 0.65893 2.89579 0.83057  0.115
O -0.20532 -0.73888 1.28782  -0.521
F -0.55079 1.78653 -0.57408  0.114
H -0.74799 -1.70684 -0.20577  0.030
C -0.09835 1.81409 0.67166  -0.771

Calculated values
**Orbital gap (alpha / beta)**: 5.24 / 9.47 eV
**2S+1**: 2


(6)
The following is a quantum chemistry calculation of a single CH2Cl2 molecule at a distorted geometry, from the OMol25 dataset.

Last column: Löwdin charge in e.
CARTESIAN COORDINATES (ANGSTROEM)
Cl 0.65294 0.57333 1.44668  0.509
C -0.06353 0.06512 -0.07388  -1.125
H -0.75013 0.79020 -0.51083  0.042
Cl -0.53882 -1.57382 -0.01385  0.553
H 0.69953 0.14517 -0.84811  0.020

Calculated values
**Orbital gap**: 11.82 eV
**Energy relative to the best compared isomer or geometry (same formula, charge and spin)**: 6.0 kcal/mol
**SMILES string**: ClCCl


(7)
The following is a quantum chemistry calculation of a molecular structure, CH2Cl2N2 at a distorted geometry, from the OMol25 dataset.

Last column: Löwdin charge in e.
CARTESIAN COORDINATES (ANGSTROEM)
Cl 1.44564 -0.90523 -1.56038  0.420
C -0.80222 0.25615 0.03334  -0.174
H -0.19990 2.11270 0.27510  0.070
Cl 1.08089 -1.25885 1.31979  0.429
N 0.29631 -1.24441 -0.25499  -0.931
N -0.03886 1.19291 -0.06096  0.082
H -1.78185 -0.15327 0.24810  0.105

Calculated values
**Orbital gap**: 9.34 eV
**Energy relative to the best compared isomer or geometry (same formula, charge and spin)**: 80.7 kcal/mol


(8)
The following is a quantum chemistry calculation of 2 unconnected molecules or ions with the total composition CH2Cl2N2O at a distorted geometry, from the OMol25 dataset.

Last column: Löwdin charge in e.
CARTESIAN COORDINATES (ANGSTROEM)
N 1.53474 0.33672 0.44201  -1.059
H -0.70374 0.86101 -0.54904  0.069
H -2.12389 0.09496 0.24706  0.120
O -0.35764 -2.02240 0.54783  0.212
Cl 2.39483 -0.25209 -0.89412  0.400
C -0.49453 -0.92044 0.24247  -0.340
Cl 1.05048 1.94238 0.25990  0.448
N -1.30025 -0.04015 -0.29610  0.150

Calculated values
**Orbital gap (alpha / beta)**: 7.67 / 7.67 eV
**Energy relative to the best compared isomer or geometry (same formula, charge and spin)**: 37.1 kcal/mol


(9)
The following is a quantum chemistry calculation of a single CH2Cl2NO3P molecule at a distorted geometry, from the OMol25 dataset.

Last column: Löwdin charge in e.
CARTESIAN COORDINATES (ANGSTROEM)
O 1.75299 1.18370 1.06493  0.097
N 1.08140 1.08211 0.07305  -0.446
C 0.75951 -0.39033 -0.29929  -0.111
P -1.10775 -0.42186 0.14373  -0.218
O -1.28971 0.05177 1.48752  -0.380
Cl -1.74216 -2.30046 0.20424  0.382
O 0.47633 1.96349 -0.50839  0.034
H 0.91242 -0.50114 -1.29798  0.053
H 1.29035 -1.09838 0.36641  0.118
Cl -2.13337 0.43112 -1.23422  0.472

Calculated values
**Orbital gap**: 11.02 eV
**Energy relative to the best compared isomer or geometry (same formula, charge and spin)**: 6.6 kcal/mol
**SMILES string**: O=[N+]([O-])CP(=O)(Cl)Cl


(10)
The following is a quantum chemistry calculation of 2 unconnected molecules or ions with the total composition CH2Cl2OSi at a distorted geometry, from the OMol25 dataset.

Last column: Löwdin charge in e.
CARTESIAN COORDINATES (ANGSTROEM)
C -2.58251 0.27104 -0.45072  -0.745
H 2.52995 -1.24862 1.26097  -0.201
O -3.48589 0.88361 -0.90912  0.002
H -2.36754 -0.74032 -1.01484  0.126
Si 2.74897 0.05735 0.34671  0.201
Cl 4.75180 0.06469 -0.15060  0.010
Cl -1.59478 0.71225 0.91760  0.606

Calculated values
**Orbital gap**: 7.84 eV
**Energy relative to the best compared isomer or geometry (same formula, charge and spin)**: 57.9 kcal/mol


(11)
The following is a quantum chemistry calculation of 2 unconnected molecules or ions with the total composition CH2Cl3ISi at a distorted geometry, from the OMol25 dataset.

Last column: Löwdin charge in e.
CARTESIAN COORDINATES (ANGSTROEM)
Cl -2.42080 0.73328 0.79280  0.253
Cl -0.99061 0.90223 -2.06540  0.232
Cl 0.49586 2.46050 0.51143  0.350
C 0.40877 -0.86304 0.43940  -0.842
H 0.89959 -1.05844 1.37148  -0.074
H 2.39186 -0.29170 -0.73395  0.152
I -0.26287 -2.72721 -0.28528  0.712
Si -0.52180 0.84438 -0.03049  -0.782

Calculated values
**Orbital gap (alpha / beta)**: 8.12 / 8.75 eV
**Energy relative to the best compared isomer or geometry (same formula, charge and spin)**: 97.2 kcal/mol


(12)
The following is a quantum chemistry calculation of 2 unconnected molecules or ions with the total composition CH2Cl3NS at a distorted geometry, from the OMol25 dataset.

Last column: Löwdin charge in e.
CARTESIAN COORDINATES (ANGSTROEM)
C 0.78857 1.12691 2.23624  -1.636
Cl 1.57125 -0.26073 2.85997  0.546
S -0.46109 0.34324 -1.86575  0.468
H -0.25598 -1.81200 -2.18679  -0.005
N -0.99689 -1.17870 -2.03761  -0.501
Cl -0.39217 0.77879 0.98862  0.454
H -2.01595 -1.43280 -1.93817  0.073
Cl 1.76225 2.43529 1.94349  0.602

Calculated values
**Orbital gap (alpha / beta)**: 8.01 / 7.38 eV
**Energy relative to the best compared isomer or geometry (same formula, charge and spin)**: 51.0 kcal/mol


(13)
The following is a quantum chemistry calculation of a single CH2ClF2NS molecule at a distorted geometry, from the OMol25 dataset.

Last column: Löwdin charge in e.
CARTESIAN COORDINATES (ANGSTROEM)
F -2.32645 0.70438 0.05300  -0.302
H 0.07260 0.18460 -1.45159  0.103
S -2.65313 -0.75879 -0.47282  1.120
H 0.63788 -1.65205 -1.50218  0.071
F -2.49277 -1.45878 1.07670  -0.365
Cl 0.67408 -0.98138 0.64177  0.443
N -1.28616 -1.43576 -1.21854  -0.327
C -0.06549 -0.89148 -1.06109  -0.742

Calculated values
**Orbital gap**: 9.49 eV
**Energy relative to the best compared isomer or geometry (same formula, charge and spin)**: 40.2 kcal/mol


(14)
The following is a quantum chemistry calculation of 3 unconnected molecules or ions with the total composition CH2ClFO2 at a distorted geometry, from the OMol25 dataset.

Last column: Löwdin charge in e.
CARTESIAN COORDINATES (ANGSTROEM)
Cl -2.54604 0.35256 0.52434  0.616
H 0.62732 -0.64501 0.70477  0.122
O -0.26160 -2.06049 -0.67364  0.107
O -1.10306 0.69466 -0.45593  -0.489
H -1.36246 0.82108 -1.30718  -0.019
C 0.25570 -1.23115 -0.08612  0.103
F -1.51052 -3.11287 0.00950  -0.439

Calculated values
**Orbital gap (alpha / beta)**: 7.68 / 7.70 eV
**Energy relative to the best compared isomer or geometry (same formula, charge and spin)**: 174.3 kcal/mol


(15)
The following is a quantum chemistry calculation of a single CH2ClN2OP molecule at a distorted geometry, from the OMol25 dataset.

Last column: Löwdin charge in e.
CARTESIAN COORDINATES (ANGSTROEM)
Cl -4.02938 -0.48212 1.05068  0.100
O -0.98546 -1.58122 -0.09892  0.034
C -0.99892 -0.46862 0.39511  -0.337
H -1.22922 1.74117 0.07624  0.160
P -3.93823 0.25338 -0.85944  0.531
N -1.26680 0.77295 -0.37705  -0.091
N -2.44208 0.67326 -1.02170  -0.492
H -0.87596 -0.24764 1.42473  0.094

Calculated values
**Orbital gap**: 8.13 eV
**Energy relative to the best compared isomer or geometry (same formula, charge and spin)**: 24.4 kcal/mol
**SMILES string**: O=CN/N=P\Cl


(16)
The following is a quantum chemistry calculation of 2 unconnected molecules or ions with the total composition CH2ClNO at a distorted geometry, from the OMol25 dataset.

Last column: Löwdin charge in e.
CARTESIAN COORDINATES (ANGSTROEM)
H 1.63395 0.41614 1.10834  0.034
Cl -0.18325 1.17581 -0.41217  0.624
O -1.88590 -0.37791 0.24621  -0.217
C 1.23102 0.34143 0.04771  -0.462
N -2.28206 -0.96051 -0.65834  0.049
H 1.48624 -0.59496 -0.33177  -0.028

Calculated values
**Orbital gap (alpha / beta)**: 9.05 / 8.06 eV
**Energy relative to the best compared isomer or geometry (same formula, charge and spin)**: 117.9 kcal/mol


(17)
The following is a quantum chemistry calculation of 2 unconnected molecules or ions with the total composition CH2ClNO2 at a distorted geometry, from the OMol25 dataset.

Last column: Löwdin charge in e.
CARTESIAN COORDINATES (ANGSTROEM)
H -0.32786 -0.88029 -1.32591  0.030
H 0.39301 0.81645 -1.24066  0.032
Cl 1.86579 -0.83126 -0.39255  0.647
O -1.76525 0.69323 0.92459  0.060
C 0.38485 -0.20735 -0.89395  -0.453
N -0.63920 0.33866 1.01458  -0.343
O 0.08866 0.07057 1.91390  0.027

Calculated values
**Orbital gap (alpha / beta)**: 8.51 / 8.58 eV
**Energy relative to the best compared isomer or geometry (same formula, charge and spin)**: 98.7 kcal/mol


(18)
The following is a quantum chemistry calculation of a molecular structure, CH2ClNOS2 at a distorted geometry, from the OMol25 dataset.

Last column: Löwdin charge in e.
CARTESIAN COORDINATES (ANGSTROEM)
H -0.95756 -0.21971 1.04783  0.040
H -1.21404 -1.62193 -1.40826  -0.183
Cl 3.08579 -0.69810 0.19074  0.496
C -0.84002 0.72980 0.71142  -0.534
N 1.51865 -0.23883 0.68438  -0.925
O -1.50601 1.74014 0.60224  -0.012
S 0.73994 0.65006 -0.24597  0.692
S -0.82674 -0.34143 -1.58237  0.426

Calculated values
**Orbital gap**: 8.53 eV
**Energy relative to the best compared isomer or geometry (same formula, charge and spin)**: 71.8 kcal/mol


(19)
The following is a quantum chemistry calculation of a molecular structure, CH2ClO3P at a distorted geometry, from the OMol25 dataset.

Last column: Löwdin charge in e.
CARTESIAN COORDINATES (ANGSTROEM)
C -1.19656 0.11297 0.00373  -0.235
P 1.09630 -0.24728 0.01084  0.312
H -1.58516 1.01925 0.34067  0.106
H -1.81027 -0.71084 -0.18295  0.106
Cl 2.17544 1.42292 0.05115  0.441
O -0.20130 -0.19653 0.99148  -0.218
O 1.88136 -1.47402 0.00656  -0.282
O -0.35980 0.07353 -1.22148  -0.232

Calculated values
**Orbital gap**: 11.42 eV
**Energy relative to the best compared isomer or geometry (same formula, charge and spin)**: 0.0 kcal/mol


(20)
The following is a quantum chemistry calculation of 2 unconnected molecules or ions with the total composition CH2ClOP at a distorted geometry, from the OMol25 dataset.

Last column: Löwdin charge in e.
CARTESIAN COORDINATES (ANGSTROEM)
P -1.52826 0.37516 -0.13429  0.638
H -2.01152 1.56553 -0.51385  -0.293
C 2.09735 -1.27086 0.02278  -0.660
O 1.01749 -1.30420 0.53637  -0.093
Cl 2.81789 -0.01410 -0.83848  0.650
H -2.39295 0.64846 0.92748  -0.241

Calculated values
**Orbital gap (alpha / beta)**: 8.18 / 7.59 eV
**Energy relative to the best compared isomer or geometry (same formula, charge and spin)**: 77.5 kcal/mol